Record 1
{"formula": "C5H7Br2N", "method": "ωB97M-V/def2-TZVPD", "homo_lumo_gap_ha": 0.387, "energy_ev": -146871.331, "de_lowest_kcal_mol": 22.6, "smiles": "C[C@H](Br)[C@@](C)(Br)C#N", "homo_ev": -10.43, "fmax_ev_per_a": 5.6, "symbols": ["C", "C", "C", "C", "C", "N", "Br", "Br", "H", "H", "H", "H", "H", "H", "H"], "positions_angstrom": [[1.30778, 1.55396, 0.26101], [-1.50145, 1.02753, -0.46737], [1.45239, -1.23171, 0.49690], [-0.63088, -0.10111, 0.13733], [0.80660, -0.07023, -0.37141], [1.58431, 2.52121, 0.79110], [-0.82735, 0.07619, 2.06008], [1.09189, -0.15584, -2.29678], [-1.02674, 1.96896, -0.15213], [-1.43169, 0.84821, -1.51708], [-2.47872, 0.80847, -0.23738], [2.39246, -1.68499, 0.05043], [1.58748, -1.01302, 1.58184], [0.73316, -2.12421, 0.28124], [-1.23647, -1.00461, -0.10260]], "nbo_charge": [0.2410, -0.6250, -0.6580, -0.3030, -0.1052, -0.3542, 0.0384, 0.1292, 0.2332, 0.2119, 0.2208, 0.2347, 0.2658, 0.2253, 0.2451]}

***

Record 2
{"formula": "C5H8BrN2", "method": "ωB97M-V/def2-TZVPD", "homo_lumo_gap_ha": 0.290, "energy_ev": -78326.064, "charge": 1, "de_lowest_kcal_mol": 127.5, "homo_ev": -13.46, "fmax_ev_per_a": 4.5, "symbols": ["C", "C", "C", "C", "C", "N", "N", "Br", "H", "H", "H", "H", "H", "H", "H", "H"], "positions_angstrom": [[-2.60483, -0.78054, -0.57223], [2.88827, -0.50579, -0.24847], [0.82101, 0.85301, -0.47020], [3.98586, -1.22750, -0.07562], [-2.13958, 0.87556, 1.00362], [1.83031, 0.11870, -0.35415], [-1.79643, -0.03150, -0.03700], [1.03179, 2.46770, -1.48511], [-2.37336, -1.34053, -1.41811], [-3.68974, -0.78897, -0.14269], [3.78651, -1.94104, 0.66337], [4.95324, -1.19574, -0.48474], [-1.25108, 1.41898, 1.09857], [-2.96147, 1.48445, 0.81447], [-2.28519, 0.17979, 1.95767], [-0.19531, 0.41343, -0.24938]], "nbo_charge": [0.0362, 0.4789, 0.1159, -0.3972, -0.4327, -0.3692, -0.4569, 0.1919, 0.1870, 0.1567, 0.2705, 0.2873, 0.1862, 0.2232, 0.2217, 0.3005]}

***

Record 3
{"formula": "C3H6O2", "method": "ωB97M-V/def2-TZVPD", "homo_lumo_gap_ha": 0.413, "energy_ev": -7302.357, "de_lowest_kcal_mol": 30.5, "smiles": "CC(=O)CO", "homo_ev": -10.36, "fmax_ev_per_a": 2.0, "symbols": ["C", "C", "O", "C", "O", "H", "H", "H", "H", "H", "H"], "positions_angstrom": [[1.02403, 1.12270, 0.41165], [-0.16569, 0.24789, 0.16563], [-1.15321, 0.58325, 0.79939], [-0.28298, -1.01341, -0.64866], [-1.43186, -1.70041, -0.25379], [1.03544, 2.03365, -0.18620], [2.02874, 0.66981, 0.34955], [0.55680, 1.43578, 1.34689], [0.60519, -1.64707, -0.52873], [-0.31724, -0.69501, -1.70458], [-1.95534, -1.04665, 0.24999]], "nbo_charge": [-0.7411, 0.5664, -0.5826, -0.1586, -0.7111, 0.2462, 0.2317, 0.2733, 0.1943, 0.1903, 0.4911]}

***

Record 4
{"formula": "C10H31F2InNO10S2", "method": "ωB97M-V/def2-TZVPD", "homo_lumo_gap_ha": 0.109, "energy_ev": -65100.405, "charge": 1, "de_lowest_kcal_mol": 36.1, "homo_ev": -13.24, "fmax_ev_per_a": 7.5, "symbols": ["In", "O", "H", "N", "S", "O", "O", "F", "S", "O", "O", "F", "C", "C", "O", "H", "H", "H", "H", "H", "H", "C", "C", "O", "H", "H", "H", "H", "H", "H", "C", "C", "O", "H", "H", "H", "H", "H", "H", "C", "C", "O", "H", "H", "H", "H", "H", "H", "C", "C", "O", "H", "H", "H", "H", "H", "H"], "positions_angstrom": [[0.24851, -2.39982, 1.91418], [0.50986, 0.00049, 0.59902], [0.00263, -0.22834, -0.20249], [-1.82231, -3.22958, 0.37548], [-2.82539, -4.60589, 0.43620], [-2.63033, -5.61442, -0.56401], [-4.13835, -4.41290, 0.95002], [-2.04879, -5.25955, 1.67554], [-2.49278, -2.75052, -0.99321], [-3.87372, -2.36878, -1.00498], [-1.92011, -3.26050, -2.22452], [-1.74174, -1.31561, -1.00328], [3.25857, 2.99689, 3.02764], [2.34839, 2.56016, 1.87888], [1.27814, 1.82412, 2.41703], [2.74425, 3.59024, 3.78016], [4.03634, 3.60939, 2.56730], [3.70610, 2.11898, 3.49025], [2.92890, 2.04336, 1.10220], [1.90462, 3.45180, 1.39912], [0.96438, 1.27494, 1.66887], [1.23403, 1.11186, -3.05833], [2.47195, 1.38383, -2.18466], [2.57572, 0.37326, -1.21363], [1.36132, 0.15843, -3.57282], [1.14437, 1.92130, -3.78695], [0.26826, 1.08009, -2.55030], [2.29504, 2.32925, -1.65659], [3.37118, 1.39339, -2.79658], [1.83555, 0.47815, -0.58535], [-0.34860, 4.22852, -0.57094], [-1.14390, 3.30818, 0.32044], [-1.13355, 2.00226, -0.20701], [-0.39282, 5.25368, -0.19650], [-0.63591, 4.28094, -1.62158], [0.70460, 3.93079, -0.60241], [-2.17636, 3.67844, 0.33659], [-0.81832, 3.35656, 1.36275], [-0.56203, 1.36854, 0.26656], [-3.90680, -0.36226, 1.94170], [-2.48019, 0.10606, 2.15871], [-1.91334, -0.75486, 3.18369], [-4.34990, 0.16052, 1.08838], [-4.56554, -0.11432, 2.77539], [-3.98522, -1.43234, 1.75460], [-2.50455, 1.12058, 2.56298], [-1.90921, 0.09897, 1.23752], [-2.16774, -0.31639, 4.00274], [1.53259, -3.45416, -2.94604], [2.41448, -3.26051, -1.69992], [1.75573, -2.31759, -0.85330], [0.51320, -3.71406, -2.65232], [1.82885, -4.33536, -3.51902], [1.51395, -2.56204, -3.56993], [3.37907, -2.87526, -2.02762], [2.46151, -4.22433, -1.19940], [1.89539, -1.42455, -1.21029]], "nbo_charge": [1.3951, -0.9671, 0.4869, -1.1433, 2.3749, -0.8247, -0.8222, -0.5051, 2.3842, -0.7945, -0.8456, -0.5434, -0.6203, -0.0830, -0.6139, 0.2286, 0.2252, 0.2212, 0.1872, 0.1969, 0.4932, -0.6379, -0.0657, -0.6991, 0.2135, 0.2318, 0.2146, 0.1655, 0.2069, 0.4874, -0.6280, -0.0854, -0.6376, 0.2313, 0.2346, 0.1984, 0.2215, 0.1876, 0.4858, -0.6424, -0.0811, -0.7587, 0.2332, 0.2170, 0.2324, 0.1789, 0.1847, 0.4990, -0.6310, -0.0749, -0.6911, 0.2406, 0.2364, 0.2090, 0.1901, 0.1965, 0.5060]}

***

Record 5
{"formula": "C6H14NO", "method": "ωB97M-V/def2-TZVPD", "homo_lumo_gap_ha": 0.221, "energy_ev": -9976.099, "charge": 1, "de_lowest_kcal_mol": 95.6, "homo_ev": -14.19, "fmax_ev_per_a": 1.6, "symbols": ["C", "C", "C", "C", "C", "C", "N", "H", "H", "H", "H", "H", "H", "H", "H", "H", "H", "H", "H", "H", "H", "O"], "positions_angstrom": [[0.55465, -2.46283, -0.19386], [-0.63260, -1.57527, -0.63666], [-0.14684, -0.19559, -1.06703], [0.68511, 0.50331, -0.04270], [1.89975, 1.07405, -0.35853], [0.99647, 0.98394, 2.27937], [0.20196, 0.55635, 1.17847], [1.39121, -2.31239, -0.89465], [0.84264, -2.23087, 0.82034], [0.26870, -3.51076, -0.25992], [-1.15007, -1.98539, -1.49385], [-1.23820, -1.44510, 0.24679], [0.42011, -0.29645, -1.96184], [-1.02685, 0.40093, -1.28544], [2.24256, 1.35935, -1.34202], [2.61696, 1.28874, 0.41726], [0.40335, 1.38628, 3.07139], [1.74037, 1.74122, 2.04018], [1.47310, 0.08046, 2.70709], [-4.54590, 1.85973, -0.96831], [-3.34136, 2.80264, -0.93806], [-3.65513, 1.97764, -1.31803]], "nbo_charge": [-0.6176, -0.3829, -0.4558, 0.0798, 0.1067, -0.5010, -0.0208, 0.1965, 0.1945, 0.2433, 0.2365, 0.2184, 0.2182, 0.2706, 0.2389, 0.2118, 0.2633, 0.2067, 0.2914, 0.4801, 0.4683, -0.9471]}

***

Record 6
{"formula": "C13H16IrN2PSe", "method": "ωB97M-V/def2-TZVPD", "multiplicity": 5, "homo_lumo_gap_ha": [0.154, 0.220], "energy_ev": -94187.161, "s2": 6.06, "homo_ev": [-4.02, -7.59], "fmax_ev_per_a": 3.8, "symbols": ["C", "C", "C", "C", "C", "Ir", "P", "H", "H", "H", "H", "H", "H", "H", "H", "C", "N", "C", "Se", "N", "C", "C", "C", "C", "C", "C", "H", "H", "H", "H", "H", "H", "H", "H"], "positions_angstrom": [[-0.45872, -1.77676, -0.41269], [-0.63047, -3.11848, 0.07445], [-2.00713, -3.41722, 0.23787], [-2.73875, -2.21602, -0.10506], [-1.91777, -1.22448, -0.60450], [0.41351, 0.92946, -0.26559], [1.75604, 2.33753, -1.26370], [0.29773, -1.48493, -1.19554], [0.17088, -3.79854, 0.12830], [-2.43182, -4.34653, 0.55719], [-1.95948, -0.18625, -0.99691], [-3.76675, -2.14234, -0.04122], [1.18590, 3.00218, -2.32660], [2.74506, 1.48942, -1.84758], [2.42469, 3.22545, -0.45304], [2.19967, 1.00491, 2.45416], [1.34945, 2.10559, 2.89528], [0.01724, 2.24192, 2.63175], [-1.08533, 1.25853, 1.42683], [-0.33866, 3.42245, 3.17847], [0.72623, 4.10695, 3.70838], [0.82817, 5.35797, 4.32133], [2.10696, 5.74442, 4.75755], [3.23036, 4.90438, 4.56704], [3.10712, 3.64193, 3.95844], [1.82523, 3.26717, 3.55178], [1.89713, 0.69267, 1.42245], [2.09386, 0.14613, 3.12817], [3.22879, 1.35981, 2.45783], [-1.31789, 3.79106, 3.07103], [-0.07559, 5.94988, 4.44812], [2.23943, 6.70464, 5.24714], [4.20217, 5.26399, 4.91085], [3.93644, 2.95311, 3.79443]], "nbo_charge": [-0.2140, -0.3246, -0.1237, -0.2964, -0.2267, 0.1457, 0.2399, 0.2085, 0.2114, 0.2139, 0.2165, 0.2099, 0.0045, 0.0067, 0.0130, -0.3750, -0.3947, 0.0539, -0.1197, -0.5841, 0.1959, -0.2994, -0.2205, -0.2369, -0.2762, 0.1130, 0.1562, 0.2142, 0.2086, 0.4246, 0.2149, 0.2140, 0.2140, 0.2127]}

***

Record 7
{"formula": "C9H17FeN2", "method": "ωB97M-V/def2-TZVPD", "multiplicity": 6, "homo_lumo_gap_ha": [0.366, 0.290], "energy_ev": -46957.199, "charge": 2, "s2": 8.76, "homo_ev": [-16.71, -17.63], "fmax_ev_per_a": 1.2, "symbols": ["C", "C", "H", "H", "H", "H", "Fe", "C", "C", "C", "C", "H", "H", "H", "C", "H", "H", "N", "C", "C", "N", "H", "H", "H", "H", "H", "H", "H", "H"], "positions_angstrom": [[2.50418, 1.68528, -1.23350], [2.86490, 0.42789, -0.90767], [2.50984, 2.50032, -0.50463], [2.27691, 1.96551, -2.26287], [2.94652, -0.36048, -1.65774], [3.19338, 0.16395, 0.10108], [-0.31373, 0.13680, -0.37444], [-1.89818, 0.73764, -1.91138], [-0.85559, 0.05338, -2.61089], [-1.75270, -1.42959, -1.06233], [-2.44601, -0.16447, -0.92537], [-0.29483, 0.42941, -3.46039], [-0.11279, -2.08534, -2.45429], [-1.94333, -2.33754, -0.50973], [-0.77159, -1.29894, -2.09231], [-3.23236, 0.09423, -0.21169], [-2.25610, 1.74032, -2.11241], [0.75573, 0.85781, 1.29487], [0.93098, -0.34586, 2.14701], [-0.42805, -0.89910, 2.57244], [-1.33719, -0.50867, 1.46333], [1.64118, 1.29169, 1.05754], [0.19924, 1.55299, 1.77246], [1.41480, -1.11930, 1.54180], [1.51020, -0.08954, 3.03870], [-0.43263, -2.00789, 2.72839], [-0.82490, -0.36410, 3.46531], [-2.18084, -1.07432, 1.48052], [-1.66703, 0.44790, 1.62820]], "nbo_charge": [-0.3806, -0.4276, 0.2100, 0.2341, 0.2338, 0.2040, 1.6318, -0.3029, -0.2747, -0.2761, -0.2905, 0.2900, 0.2921, 0.2740, -0.3029, 0.2714, 0.2920, -0.9218, -0.2526, -0.2487, -0.8632, 0.4354, 0.4026, 0.2157, 0.2556, 0.2613, 0.2294, 0.4207, 0.3878]}

***

Record 8
{"formula": "C4H8N4", "method": "ωB97M-V/def2-TZVPD", "homo_lumo_gap_ha": 0.359, "energy_ev": -10236.268, "de_lowest_kcal_mol": 45.5, "smiles": "[H]\\N=C(C)/C(=N/[H])C(/N)=N/[H]", "homo_ev": -9.12, "fmax_ev_per_a": 5.7, "symbols": ["C", "C", "C", "C", "N", "N", "N", "N", "H", "H", "H", "H", "H", "H", "H", "H"], "positions_angstrom": [[-1.93226, -0.48307, 0.05340], [-1.04730, 0.76076, -0.58014], [1.16013, -0.31051, -0.20157], [0.07603, 0.58009, 0.34490], [1.83456, -1.01574, 0.75723], [-1.52618, 1.59653, -1.34022], [1.39759, -0.26886, -1.44669], [0.15995, 1.29624, 1.40624], [1.50570, -1.00994, 1.70977], [2.56652, -1.65225, 0.48555], [-0.89830, 2.29715, -1.71530], [2.13519, -0.89902, -1.75517], [1.09527, 1.31564, 1.80954], [-2.75850, -0.56971, -0.65415], [-1.45259, -1.46178, 0.09853], [-2.31580, -0.17551, 1.02809]], "nbo_charge": [-0.6949, 0.3214, 0.3719, 0.1900, -0.8243, -0.5880, -0.6864, -0.6111, 0.4022, 0.3973, 0.3592, 0.3383, 0.3454, 0.2318, 0.2165, 0.2308]}